Below is a structure of composition C32H41AsBeF6N7 at a distorted geometry, with properties calculated with wB97M-V/def2-TZVPD.

Computed properties:
- Spin multiplicity: 1
- Gap between HOMO and LUMO: 0.104 hartree
- Relative energy (zero: lowest compared OMol25 entry of this formula, charge and spin): 296.40 kcal per mole
- Total charge: +1

Last column: Löwdin charge in e.
Cartesian coordinates (Å):
Be1 9.9638 -9.0825 7.6690  1.061
As1 12.6129 -12.2870 3.8403  0.959
F1 13.3215 -13.4986 2.6972  -0.303
F2 12.0192 -11.3824 2.3689  -0.319
F3 11.9889 -10.9487 4.9069  -0.365
F4 13.1572 -13.2710 5.2453  -0.313
F5 14.2037 -11.3541 3.8078  -0.331
F6 11.0697 -13.2558 3.9318  -0.325
N1 13.1552 -10.9627 9.3316  0.098
C1 13.0331 -11.7322 10.4666  -0.121
C2 14.0816 -12.3569 11.1340  -0.048
C3 15.3791 -12.1361 10.6383  -0.050
C4 15.5723 -11.3655 9.5022  -0.043
C5 14.4475 -10.8001 8.8989  -0.101
H1 12.0671 -11.8369 10.9380  0.104
H2 13.9082 -12.9409 12.0258  0.109
H3 16.1942 -12.5281 11.2285  0.113
H4 16.5862 -11.1700 9.1859  0.115
H5 14.5948 -10.3088 7.9485  0.114
N2 7.6432 -9.4663 4.1054  0.088
C6 6.9723 -10.5910 3.7875  -0.118
C7 6.1393 -10.7324 2.6874  -0.065
C8 5.8889 -9.6309 1.9446  -0.061
C9 6.5123 -8.3779 2.2436  -0.033
C10 7.4264 -8.3751 3.2913  -0.120
H6 7.1605 -11.4847 4.3640  0.115
H7 5.5855 -11.6217 2.4247  0.118
H8 5.1878 -9.6715 1.1241  0.113
H9 6.1742 -7.5300 1.6664  0.106
H10 7.9896 -7.5086 3.6049  0.099
N3 7.2738 -6.0958 8.2340  0.062
C11 5.9156 -6.3906 8.1042  -0.117
C12 4.8876 -5.6458 8.7274  -0.060
C13 5.2089 -4.4683 9.4159  -0.069
C14 6.5352 -4.1494 9.5732  -0.076
C15 7.4967 -4.9464 8.9541  -0.141
H11 5.5868 -7.2935 7.6113  0.095
H12 3.8449 -5.9029 8.6130  0.103
H13 4.3974 -3.7887 9.6307  0.113
H14 6.8725 -3.3793 10.2512  0.109
H15 8.4977 -4.6099 9.1804  0.100
N4 12.5081 -6.2029 6.1655  0.079
C16 13.3277 -5.3925 6.8180  -0.146
C17 14.2985 -4.5851 6.1959  -0.043
C18 14.4987 -4.7308 4.8167  -0.038
C19 13.5615 -5.4893 4.1052  -0.045
C20 12.6633 -6.2614 4.8186  -0.119
H16 13.2860 -5.3277 7.8953  0.108
H17 15.0053 -4.0359 6.8002  0.106
H18 15.2765 -4.1730 4.3165  0.114
H19 13.5866 -5.4961 3.0255  0.115
H20 12.0265 -6.8887 4.2125  0.111
C21 8.5330 -17.2003 5.7909  -0.101
C22 8.8570 -17.2183 7.2603  -0.285
C23 9.8736 -16.2105 7.6523  -0.218
C24 9.4284 -14.8221 7.6195  -0.221
N5 9.0207 -13.7389 7.6031  0.124
H21 8.1211 -16.2696 5.4008  0.076
H22 7.8635 -18.0417 5.6123  0.075
H23 9.3963 -17.3535 5.1434  0.083
H24 9.2158 -18.2244 7.4777  0.116
H25 8.0651 -17.0133 7.9807  0.116
H26 10.7506 -16.3440 7.0188  0.130
H27 10.1410 -16.3851 8.6944  0.121
C25 11.4876 -9.7085 15.1949  -0.095
C26 11.1631 -8.1980 15.5679  -0.227
C27 11.7666 -7.2534 14.5184  -0.189
C28 11.3682 -7.5062 13.1014  -0.229
N6 11.0625 -7.6105 12.0136  0.126
H28 12.5074 -9.8809 14.8509  0.068
H29 10.8718 -10.0096 14.3474  0.057
H30 11.1978 -10.4091 15.9780  0.066
H31 11.6005 -7.9201 16.5268  0.102
H32 10.0914 -8.1040 15.7436  0.100
H33 12.8526 -7.2531 14.6112  0.118
H34 11.4731 -6.2387 14.7875  0.114
C29 6.0260 -7.3321 14.0091  -0.126
C30 4.8905 -8.1541 13.4455  -0.239
C31 5.3181 -9.5894 12.9696  -0.172
C32 6.3930 -9.4807 12.0141  -0.246
N7 7.3178 -9.4052 11.2753  0.124
H35 5.5814 -6.5272 14.5944  0.074
H36 6.5995 -6.8870 13.1959  0.070
H37 6.6973 -7.7903 14.7354  0.075
H38 4.4810 -7.5512 12.6350  0.107
H39 4.1332 -8.2394 14.2248  0.107
H40 4.5359 -10.1757 12.4873  0.119
H41 5.7046 -10.2006 13.7852  0.124